(1)
C20H19BN6O2Sc | wB97M-V/def2-TZVPD

Geometry as XYZ:
```
49
Properties=species:S:1:pos:R:3:forces:R:3
Sc 0.807 -0.713 -0.097 -0.491 0.115 -1.130
C 0.724 3.042 -2.574 -1.706 1.227 -0.829
C 1.132 1.992 -1.795 0.398 -1.118 0.060
N 0.261 1.269 -1.086 1.864 -0.074 0.296
C -1.006 1.612 -1.025 -1.283 1.069 0.492
C -1.490 2.719 -1.716 0.158 0.576 -1.321
C -0.611 3.400 -2.578 -0.133 -0.923 1.521
C -2.869 3.095 -1.715 -0.363 -0.038 0.217
C -3.755 2.376 -0.996 0.268 0.010 0.443
C -3.312 1.223 -0.214 0.629 0.608 -0.319
C -4.161 0.347 0.459 -2.031 0.470 -1.194
C -3.686 -0.845 0.909 -0.853 -1.010 1.278
C -2.331 -1.117 0.898 0.552 1.271 -0.115
N -1.481 -0.240 0.348 0.596 -1.743 0.596
C -1.938 0.869 -0.201 -0.712 0.441 -1.339
H 1.262 3.640 -3.264 1.461 -0.035 -0.186
H 2.166 1.626 -1.820 -0.401 0.229 0.155
H -1.035 4.202 -3.147 0.247 0.336 -0.423
H -3.141 3.967 -2.330 -0.090 -0.554 0.445
H -4.793 2.675 -0.986 -0.155 -0.223 0.083
H -5.279 0.523 0.429 1.486 -0.080 0.235
H -4.403 -1.552 1.348 0.549 0.222 -0.184
H -1.886 -1.950 1.407 0.001 -0.489 -0.110
B 2.927 -1.203 1.637 -0.749 0.802 0.812
N 1.952 -2.459 1.753 0.156 0.609 -0.618
C 2.070 -3.509 2.525 0.958 -1.017 1.382
C 1.066 -4.426 2.242 0.347 -0.956 0.764
C 0.390 -3.885 1.183 -0.053 1.129 0.718
N 0.874 -2.635 0.940 -0.295 -0.369 -0.981
N 2.048 0.059 2.282 1.553 -1.805 -1.138
C 2.370 0.680 3.385 0.752 0.937 1.109
C 1.446 1.725 3.626 -0.186 -1.050 -1.074
C 0.586 1.606 2.524 0.896 -0.361 -0.330
N 0.980 0.592 1.688 -0.493 0.792 0.783
H 3.887 -1.354 2.420 -0.761 0.060 -1.073
H 3.167 -0.913 0.418 -0.393 -0.344 1.093
H 2.910 -3.591 3.218 -0.452 0.116 -0.191
H 0.823 -5.357 2.777 0.426 0.589 -0.542
H -0.457 -4.363 0.737 -0.306 0.468 -0.622
H 3.344 0.385 3.782 -0.691 0.302 0.549
H 1.356 2.420 4.451 0.228 -0.170 -0.246
H -0.185 2.281 2.225 -0.573 0.050 -0.039
C 1.444 -1.226 -4.082 -1.172 1.350 -1.837
C 1.149 -1.177 -2.631 -0.953 -0.154 1.134
O 2.095 -1.146 -1.804 1.393 0.405 0.820
O -0.008 -1.130 -2.093 -0.375 -0.343 -0.820
H 2.125 -0.392 -4.357 -0.095 -0.561 0.505
H 0.521 -0.992 -4.717 1.105 -0.856 1.013
H 1.940 -2.153 -4.382 -0.260 0.092 0.151
```
Positions in Å, forces in eV/Å.

As for the energy relative to the best compared isomer or geometry (same formula, charge and spin): 29.49 kcal per mole. The max |F| is 2.6 eV Å⁻¹. The value obtained for the LUMO energy is -3.36 eV. Its gap between HOMO and LUMO is 8.77 eV. The net charge is +1. Its HOMO energy is -12.1 eV. Its spin multiplicity is 1.

Just the Löwdin charges please, in e? Sure, here they are: Sc 1.16; C -0.01; C -0.07; N 0.03; C -0.16; C -0.13; C 0.04; C -0.01; C 0.01; C -0.11; C 0.00; C -0.03; C -0.06; N 0.05; C -0.15; H 0.11; H 0.14; H 0.12; H 0.13; H 0.12; H 0.15; H 0.13; H 0.11; B -0.27; N -0.09; C -0.07; C -0.04; C -0.10; N -0.05; N -0.13; C -0.08; C -0.01; C -0.10; N -0.06; H 0.10; H 0.08; H 0.14; H 0.12; H 0.12; H 0.13; H 0.10; H 0.10; C 0.02; C -0.66; O -0.08; O -0.08; H 0.10; H 0.12; H 0.10

(2)
C20H19ClIN4ORuSSbSe4 | wB97M-V/def2-TZVPD

Geometry as XYZ:
```
53
Properties=species:S:1:pos:R:3:forces:R:3
Ru -0.251 -1.480 0.866 0.360 2.252 0.506
S -1.833 -0.036 4.808 -0.007 0.041 -0.022
C -3.071 -1.002 4.126 -0.002 0.004 0.015
C -2.692 -1.568 2.947 0.018 0.028 -0.059
C -1.364 -1.217 2.551 0.360 -0.465 -0.164
C -0.790 -0.391 3.478 -0.057 0.102 0.288
C 0.557 0.108 3.332 -0.006 -0.115 0.056
C 1.129 1.101 4.126 0.020 0.014 0.060
C 2.424 1.500 3.870 -0.012 0.023 0.014
C 3.129 0.894 2.839 0.007 -0.048 0.009
C 2.495 -0.087 2.099 0.067 -0.062 -0.023
N 1.244 -0.473 2.332 -0.375 0.173 -0.251
H -4.015 -1.102 4.639 0.012 -0.017 -0.027
H -3.342 -2.211 2.370 0.002 -0.019 -0.004
H 0.544 1.559 4.914 0.010 0.002 -0.019
H 2.881 2.280 4.466 -0.003 -0.005 -0.012
H 4.146 1.175 2.600 -0.001 -0.008 0.018
H 3.009 -0.593 1.292 -0.067 0.026 -0.063
Cl 0.734 5.751 -1.930 0.000 -0.048 0.027
C 0.385 4.220 -1.150 0.019 0.051 -0.018
C -0.758 4.091 -0.414 0.003 -0.066 0.034
C -1.061 2.877 0.207 -0.051 0.007 -0.007
I -2.806 2.693 1.338 0.033 0.025 -0.029
C -0.254 1.728 0.120 -0.264 0.384 -0.137
O -0.595 0.661 0.707 -0.187 -0.718 0.162
C 0.959 1.896 -0.665 0.100 -0.068 -0.070
N 1.761 0.812 -0.782 -0.068 -0.078 0.061
C 2.852 0.891 -1.495 -0.017 0.044 -0.006
C 3.260 2.076 -2.144 -0.001 -0.034 0.004
C 2.475 3.186 -2.039 0.042 -0.049 -0.021
C 1.274 3.131 -1.293 0.027 -0.019 -0.006
H -1.432 4.931 -0.316 0.002 -0.003 0.016
H 3.444 -0.017 -1.576 0.011 0.010 0.028
H 4.180 2.088 -2.715 -0.026 0.016 0.003
H 2.753 4.112 -2.524 -0.014 0.002 0.005
Se 0.527 -4.121 -3.369 0.526 -0.343 0.072
Sb 0.521 -4.670 -0.944 0.312 0.638 0.237
Se -1.616 -3.256 0.232 -0.013 -1.422 -0.523
Se 1.605 -2.733 0.296 0.647 -0.770 -0.011
Se 1.942 -6.587 -0.538 -0.682 0.134 0.001
N -2.270 -3.117 -2.999 -0.899 0.436 -0.090
C -2.374 -1.729 -3.544 0.021 -0.009 0.250
C -2.056 -0.749 -2.420 0.144 0.022 0.174
N -0.667 -0.753 -1.975 -0.031 0.068 -0.529
H -3.022 -3.725 -3.304 -0.040 0.020 0.002
H -2.247 -3.102 -1.950 -0.025 -0.047 -0.132
H -1.330 -3.556 -3.287 0.220 -0.110 0.106
H -3.381 -1.574 -3.928 -0.004 0.001 0.017
H -1.654 -1.634 -4.357 -0.007 -0.050 -0.064
H -2.695 -1.025 -1.572 -0.056 0.116 0.024
H -2.342 0.260 -2.715 -0.009 -0.004 -0.051
H -0.169 0.055 -2.324 0.022 0.022 0.072
H -0.142 -1.568 -2.287 -0.061 -0.082 0.075
```
Positions in Å, forces in eV/Å.

As for the energy relative to the best compared isomer or geometry (same formula, charge and spin): 62.77 kcal per mole. The max |F| is 2.3 eV Å⁻¹. The value obtained for the LUMO energy (spin up / spin down) is 1.48 / 1.48 eV. Its gap between HOMO and LUMO (spin up / spin down) is 6.11 / 5.97 eV. The net charge is -1. Its HOMO energy (spin up / spin down) is -4.6 / -4.5 eV. As for the expectation value of S²: 0.763. Its spin multiplicity is 2.

Just the Löwdin charges please, in e? Sure, here they are: Ru 0.62; S 0.98; C -0.43; C -0.23; C -0.35; C -0.54; C -0.29; C -0.03; C -0.07; C -0.06; C -0.17; N 0.00; H 0.06; H 0.06; H 0.10; H 0.10; H 0.10; H 0.05; Cl 0.63; C -0.63; C -0.20; C -0.64; I 0.88; C -0.45; O -0.24; C -0.15; N 0.11; C -0.14; C -0.06; C -0.04; C -0.18; H 0.09; H 0.11; H 0.10; H 0.08; Se -0.03; Sb -0.07; Se 0.15; Se 0.07; Se -0.23; N 0.02; C -0.17; C -0.28; N -0.01; H 0.14; H -0.06; H -0.17; H 0.11; H 0.12; H 0.08; H 0.12; H 0.06; H -0.01

(3)
C20H19FN6O2 | wB97M-V/def2-TZVPD

Geometry as XYZ:
```
48
Properties=species:S:1:pos:R:3:forces:R:3
O -4.950 -1.873 2.234 0.463 0.358 -0.226
C -4.356 -2.449 1.313 -3.323 -1.476 3.371
N -4.676 -3.780 1.171 1.062 0.791 -0.731
O -5.597 -4.417 2.027 0.547 0.061 -0.710
C -3.456 -1.792 0.435 0.120 -1.462 -0.443
C -2.660 -2.533 -0.411 0.048 1.396 -1.066
N -1.961 -1.888 -1.326 0.491 -1.254 -0.775
C -2.022 -0.553 -1.413 1.067 -0.354 1.325
N -1.071 0.011 -2.232 -0.341 -0.108 0.662
C -1.088 1.435 -2.602 0.932 -0.627 -0.824
C 0.401 1.830 -2.575 0.128 0.670 0.161
C 1.237 0.624 -2.201 -0.092 0.736 -0.231
C 0.291 -0.562 -2.071 0.294 0.505 -0.450
C 1.098 1.811 -1.218 -1.685 -1.905 -0.005
N 0.260 1.646 -0.020 -0.707 0.705 -1.065
C 0.858 0.959 1.103 0.982 -0.954 -0.306
C 2.056 1.679 1.697 1.717 -0.771 -0.052
C 1.927 3.002 2.134 0.976 2.195 1.140
C 3.033 3.704 2.714 -2.591 -1.816 -2.108
C 4.240 3.004 2.760 0.467 0.261 1.051
C 5.370 3.576 3.373 2.342 -0.231 -0.023
C 6.566 2.810 3.482 -2.061 2.442 -0.005
F 7.643 3.439 4.027 -0.304 -0.674 -0.279
C 6.627 1.505 3.023 -0.756 -1.394 -0.570
C 5.471 0.931 2.471 1.449 0.065 0.560
C 4.281 1.653 2.332 -0.049 0.261 0.083
N 3.227 1.011 1.801 -2.276 0.502 -0.507
N -2.703 0.202 -0.544 -0.459 0.536 -0.560
C -3.447 -0.434 0.349 0.692 1.172 -0.463
H -4.295 -4.296 0.373 -0.986 -0.373 1.026
H -5.845 -3.783 2.736 0.646 0.331 -0.781
H -2.656 -3.623 -0.394 0.443 0.258 -0.078
H -1.583 1.505 -3.600 0.638 0.324 0.623
H -1.626 2.027 -1.894 -0.651 0.317 0.474
H 0.773 2.606 -3.258 -0.346 -0.576 0.112
H 2.200 0.482 -2.670 -0.022 -0.179 -0.066
H 0.446 -1.301 -2.854 0.334 -0.036 0.036
H 0.437 -1.048 -1.103 -0.439 -0.085 -0.029
H 1.960 2.438 -1.127 0.274 0.258 0.219
H -0.624 1.186 -0.320 0.884 0.628 0.810
H 1.216 -0.032 0.766 0.047 0.118 0.528
H 0.150 0.820 1.928 -0.257 0.045 -0.371
H 0.953 3.506 2.026 0.567 -0.319 0.046
H 2.935 4.742 2.987 0.068 0.044 0.243
H 5.362 4.655 3.660 0.077 -1.132 -0.064
H 7.533 0.898 3.092 -0.223 0.381 0.103
H 5.437 -0.116 2.168 0.210 0.339 0.008
H -3.973 0.183 1.052 -0.397 0.027 0.211
```
Positions in Å, forces in eV/Å.

As for the energy relative to the best compared isomer or geometry (same formula, charge and spin): 113.36 kcal per mole. As for the SMILES: O=C(NO)c1cnc(N2C[C@@H]3[C@H](C2)[C@@H]3NCc2ccc3cc(F)ccc3n2)nc1. The max |F| is 5.0 eV Å⁻¹. The value obtained for the LUMO energy is -0.11 eV. Its gap between HOMO and LUMO is 8.41 eV. The net charge is 0. Its HOMO energy is -8.5 eV. Its spin multiplicity is 1.

Just the Löwdin charges please, in e? Sure, here they are: O 0.04; C -0.44; N 0.02; O 0.00; C -0.15; C -0.04; N 0.15; C -0.36; N -0.06; C -0.10; C -0.15; C -0.15; C -0.10; C -0.19; N -0.01; C -0.17; C -0.26; C 0.00; C 0.02; C -0.19; C 0.05; C -0.25; F 0.04; C 0.00; C 0.00; C -0.25; N 0.16; N 0.16; C -0.03; H 0.14; H 0.11; H 0.12; H 0.13; H 0.10; H 0.14; H 0.13; H 0.12; H 0.11; H 0.13; H 0.08; H 0.11; H 0.13; H 0.12; H 0.11; H 0.14; H 0.12; H 0.12; H 0.13

(4)
C20H19InN5S2 | wB97M-V/def2-TZVPD

Geometry as XYZ:
```
47
Properties=species:S:1:pos:R:3:forces:R:3
In 0.265 -0.194 -0.795 0.075 -0.049 0.031
C 3.232 -3.937 1.414 0.063 -0.003 -0.005
S 1.753 -3.377 2.271 -0.015 0.009 -0.026
C 0.849 -2.537 1.041 -0.066 -0.041 0.100
S 1.550 -2.317 -0.570 -0.074 0.010 0.027
N -0.341 -2.174 1.437 0.079 0.094 -0.324
N -0.995 -1.502 0.432 -0.074 -0.089 0.220
C -2.175 -1.808 0.081 0.080 0.068 -0.136
C -2.626 -1.320 -1.242 -0.051 -0.062 0.181
C -3.904 -1.581 -1.697 0.046 0.034 -0.010
C -4.222 -1.270 -3.014 0.043 0.016 -0.001
C -3.244 -0.731 -3.827 -0.039 -0.018 0.041
C -1.987 -0.485 -3.292 0.052 0.019 -0.075
N -1.683 -0.756 -2.025 -0.090 -0.093 -0.048
H 3.783 -4.497 2.168 0.010 -0.004 0.009
H 3.842 -3.108 1.068 -0.010 0.007 0.009
H 2.991 -4.602 0.588 -0.030 0.003 0.002
H -2.769 -2.528 0.635 0.028 -0.032 -0.005
H -4.628 -2.036 -1.035 -0.012 -0.011 0.013
H -5.215 -1.464 -3.395 -0.015 -0.009 -0.011
H -3.435 -0.495 -4.863 0.002 0.006 -0.021
H -1.206 -0.042 -3.897 -0.045 -0.112 0.006
C -1.468 2.412 -1.896 -0.059 -0.036 0.028
N -0.406 1.884 -1.057 0.017 0.180 -0.126
C 0.335 2.730 -0.390 -0.014 -0.050 0.123
C 1.412 2.277 0.385 -0.060 -0.013 -0.060
C 2.349 2.921 1.197 0.068 -0.050 -0.010
C 3.188 1.923 1.689 -0.059 0.069 0.016
C 2.726 0.714 1.165 -0.039 -0.085 -0.067
N 1.659 0.922 0.378 0.072 0.033 0.110
C -1.118 2.427 -3.369 -0.029 0.001 0.003
C 0.168 2.179 -3.830 0.035 0.095 0.037
C 0.429 2.117 -5.195 -0.007 0.002 0.040
C -0.594 2.311 -6.108 0.023 -0.028 -0.012
C -1.879 2.581 -5.652 -0.031 0.009 -0.009
C -2.139 2.636 -4.294 0.054 0.021 0.008
H -1.742 3.416 -1.556 0.075 -0.014 -0.035
H -2.358 1.792 -1.756 -0.021 0.058 -0.013
H 0.102 3.792 -0.428 0.019 -0.007 -0.011
H 2.402 3.978 1.392 0.013 0.060 0.011
H 4.030 2.045 2.347 0.022 0.010 0.028
H 3.114 -0.281 1.318 0.008 0.007 0.004
H 0.987 2.053 -3.130 -0.013 -0.013 0.004
H 1.436 1.925 -5.539 0.024 -0.003 -0.020
H -0.392 2.262 -7.169 0.002 0.004 -0.032
H -2.679 2.749 -6.361 -0.017 0.010 -0.015
H -3.145 2.838 -3.947 -0.039 -0.004 0.022
```
Positions in Å, forces in eV/Å.

The max |F| is 0.3 eV Å⁻¹. The value obtained for the LUMO energy is -3.99 eV. Its gap between HOMO and LUMO is 7.06 eV. The net charge is +1. Its HOMO energy is -11.1 eV. Its spin multiplicity is 1.

Just the Löwdin charges please, in e? Sure, here they are: In 0.81; C -0.42; S 0.90; C -1.05; S 0.63; N -0.05; N -0.13; C -0.01; C -0.23; C 0.01; C -0.01; C -0.01; C -0.09; N 0.05; H 0.04; H 0.03; H 0.04; H 0.15; H 0.13; H 0.12; H 0.12; H 0.12; C -0.17; N -0.08; C -0.05; C -0.33; C 0.00; C -0.05; C -0.12; N -0.07; C -0.24; C -0.06; C -0.06; C -0.07; C -0.07; C -0.06; H 0.14; H 0.11; H 0.15; H 0.12; H 0.10; H 0.10; H 0.11; H 0.11; H 0.11; H 0.11; H 0.12